Here is a cluster of 10 separate species, C60H167N28O11P9 in total from the Open Molecules 2025 dataset. Energies are from ωB97M-V/def2-TZVPD.

Element x y z (Å)
C: -2.4199 8.3897 -1.3387
C: -3.6171 8.2790 -2.0518
C: -3.6685 7.3698 -3.0922
C: -2.5186 6.7652 -3.5538
C: -1.3352 6.8412 -2.8499
C: -1.3107 7.6733 -1.7334
N: -2.5764 6.0508 -4.8536
O: -3.5340 6.2346 -5.5827
O: -1.6430 5.3283 -5.1433
H: -2.4328 9.0393 -0.4735
H: -4.5223 8.7581 -1.7068
H: -4.5150 7.3058 -3.7658
H: -0.4337 6.3463 -3.1846
H: -0.4023 7.7986 -1.1583
O: 0.4167 -7.9978 -1.6708
P: 0.3749 -7.4029 -0.3247
N: -1.1022 -7.6081 0.4302
C: -2.2455 -6.7961 0.0288
C: -1.4349 -8.9942 0.8460
N: 0.6587 -5.7110 -0.3182
C: 1.3024 -5.0760 -1.4340
C: 0.4685 -4.8545 0.8468
N: 1.5061 -7.9799 0.7764
C: 1.5106 -7.5063 2.1547
C: 2.7542 -8.5686 0.2946
H: -3.1192 -7.1635 0.5653
H: -2.4238 -6.7799 -1.0499
H: -2.0737 -5.7787 0.3882
H: -1.7361 -9.5939 -0.0176
H: -2.2635 -8.9800 1.5493
H: -0.5173 -9.4363 1.2279
H: 0.5738 -4.5797 -2.0807
H: 1.9530 -4.2587 -1.0889
H: 2.0434 -5.7208 -1.9108
H: 0.1419 -3.8439 0.6047
H: -0.2952 -5.2971 1.4899
H: 1.4037 -4.8632 1.4136
H: 1.8393 -8.2482 2.8878
H: 2.2266 -6.6913 2.2867
H: 0.5006 -7.1971 2.4133
H: 2.4946 -9.4320 -0.3227
H: 3.2983 -8.9568 1.1532
H: 3.3436 -7.9045 -0.3420
O: -4.7322 -3.3702 -1.6452
P: -4.5987 -4.2486 -2.8342
N: -5.4316 -3.7071 -4.1948
C: -4.8780 -2.5496 -4.9049
C: -6.8771 -3.6971 -4.1663
N: -5.2154 -5.8019 -2.6084
C: -5.2964 -6.8231 -3.6859
C: -5.7769 -6.2238 -1.3349
N: -3.0266 -4.3092 -3.3785
C: -1.9331 -3.7840 -2.5594
C: -2.5502 -5.0420 -4.5398
H: -5.1362 -1.6365 -4.3577
H: -5.2034 -2.5363 -5.9442
H: -3.7895 -2.5973 -4.9058
H: -7.2763 -3.0483 -3.3753
H: -7.2613 -4.6883 -3.9125
H: -7.3128 -3.3754 -5.1108
H: -4.8295 -7.7217 -3.2782
H: -6.3690 -7.0015 -3.7797
H: -4.7870 -6.5093 -4.5885
H: -5.1090 -5.9101 -0.5316
H: -6.7470 -5.7676 -1.1099
H: -5.9442 -7.3000 -1.3113
H: -1.6268 -4.5298 -1.8245
H: -1.1621 -3.3594 -3.2029
H: -2.3249 -2.8826 -2.0776
H: -3.3561 -5.0725 -5.2789
H: -2.1952 -6.0571 -4.3414
H: -1.7572 -4.4574 -5.0100
O: 2.8388 7.4547 -2.8448
P: 3.6476 6.8779 -3.9373
N: 5.0122 7.8131 -4.3026
C: 6.0205 7.9536 -3.2591
C: 4.8032 9.0416 -5.0570
N: 2.9229 6.6374 -5.4189
C: 3.5330 6.4747 -6.7217
C: 1.4942 6.4188 -5.3787
N: 4.2366 5.3630 -3.4589
C: 3.3984 4.5651 -2.6022
C: 5.2064 4.6138 -4.2471
H: 5.7282 8.5778 -2.4066
H: 6.9140 8.3103 -3.7677
H: 6.1407 6.9703 -2.7961
H: 4.1026 9.7280 -4.5729
H: 4.4712 8.8271 -6.0742
H: 5.7306 9.5959 -5.2131
H: 3.1579 7.1432 -7.4965
H: 4.6057 6.6922 -6.6648
H: 3.5713 5.4287 -7.0425
H: 0.9143 6.4254 -6.2988
H: 1.3505 5.4582 -4.8629
H: 1.0042 7.1737 -4.7538
H: 2.5878 3.9911 -3.0703
H: 3.9167 3.8395 -1.9780
H: 2.8972 5.1522 -1.8278
H: 5.2732 3.5910 -3.8902
H: 6.2341 4.9604 -4.0799
H: 4.9932 4.7241 -5.3114
O: -6.5647 -0.2543 2.4507
P: -7.0541 0.8662 3.2795
N: -7.5345 0.4945 4.8724
C: -7.6502 -0.8750 5.3184
C: -7.9665 1.5111 5.8122
N: -8.3722 1.6994 2.6816
C: -9.6737 1.0067 2.6962
C: -8.1274 2.4539 1.4387
N: -5.8741 2.1020 3.4288
C: -4.5665 1.8754 2.8145
C: -6.1002 3.4074 4.0283
H: -7.4810 -1.6494 4.5750
H: -8.6401 -1.0130 5.7701
H: -6.9535 -1.0886 6.1400
H: -8.8602 1.1194 6.3129
H: -8.3781 2.4135 5.3623
H: -7.1521 1.6923 6.5155
H: -9.8077 0.4673 3.6276
H: -10.4005 1.8192 2.6026
H: -9.8288 0.4241 1.7848
H: -9.0353 2.9732 1.1415
H: -7.2746 3.1207 1.5610
H: -7.7937 1.7912 0.6322
H: -3.7988 2.2560 3.4976
H: -4.3700 0.8340 2.5836
H: -4.5072 2.5203 1.9295
H: -6.0225 3.3385 5.1154
H: -7.1075 3.7475 3.7780
H: -5.3962 4.1373 3.6288
O: -7.4486 1.3401 -3.7146
P: -6.1632 1.6603 -3.0838
N: -5.8781 3.2482 -2.6691
C: -6.7811 3.9108 -1.7269
C: -4.8583 4.1715 -3.1396
N: -4.8818 1.2740 -4.1393
C: -5.0365 1.4947 -5.5768
C: -3.5435 0.9117 -3.6498
N: -5.9175 0.7955 -1.6507
C: -6.7872 -0.3440 -1.4147
C: -4.7585 0.9261 -0.7917
H: -7.6963 3.3227 -1.6872
H: -7.0321 4.9371 -2.0081
H: -6.3286 4.0514 -0.7390
H: -4.1754 3.7249 -3.8694
H: -4.2317 4.4877 -2.3033
H: -5.3081 4.9592 -3.7481
H: -4.1959 0.9905 -6.0500
H: -5.9980 1.0897 -5.8920
H: -5.0207 2.5530 -5.8621
H: -3.6014 -0.0334 -3.1157
H: -2.8159 0.9337 -4.4596
H: -3.1546 1.6551 -2.9507
H: -7.6353 -0.4433 -2.0874
H: -6.2042 -1.2568 -1.6045
H: -7.1498 -0.3898 -0.3845
H: -4.2082 1.8304 -1.0631
H: -4.0363 0.1439 -1.0301
H: -5.1008 0.9557 0.2435
O: 7.5433 -2.8183 2.8970
P: 6.1003 -3.0605 3.1768
N: 5.7292 -3.6245 4.7263
C: 6.0019 -5.0045 5.1360
C: 5.8386 -2.6316 5.7934
N: 5.5716 -4.2428 2.0832
C: 4.1767 -4.7032 2.0819
C: 6.4686 -5.1555 1.4322
N: 5.0937 -1.7338 2.9763
C: 3.6927 -1.7039 3.4684
C: 5.6328 -0.5096 2.4378
H: 7.0572 -5.2713 5.2159
H: 5.4165 -5.6270 4.4604
H: 5.5890 -5.1544 6.1351
H: 6.8803 -2.3779 6.0271
H: 5.4348 -3.0229 6.7276
H: 5.3343 -1.7064 5.5202
H: 3.9786 -5.6052 2.6658
H: 3.5564 -3.8474 2.3306
H: 3.9257 -4.9946 1.0564
H: 7.4679 -4.7131 1.4035
H: 6.5093 -6.1405 1.9055
H: 6.3136 -5.2309 0.3485
H: 3.5539 -0.7276 3.9338
H: 3.0186 -1.7726 2.6129
H: 3.5573 -2.4980 4.1961
H: 6.2387 0.0517 3.1613
H: 4.8426 0.2001 2.1807
H: 6.2663 -0.6941 1.5710
O: 5.8077 -0.8809 -3.7928
P: 6.6730 -0.7196 -2.5984
N: 8.2975 -0.6982 -2.9490
C: 8.9509 -1.9249 -3.3770
C: 9.0324 0.5196 -3.2328
N: 6.4347 -1.8201 -1.3526
C: 7.4930 -2.3070 -0.4829
C: 5.0726 -2.0585 -0.9171
N: 6.4024 0.8115 -1.9090
C: 5.1229 1.5274 -2.0082
C: 7.3073 1.3509 -0.8816
H: 9.8988 -2.2197 -2.9227
H: 9.1920 -1.8331 -4.4438
H: 8.2255 -2.7397 -3.3600
H: 9.7195 0.3933 -4.0744
H: 9.6485 0.8860 -2.4097
H: 8.3582 1.2946 -3.5995
H: 7.7587 -1.7556 0.4235
H: 7.1530 -3.2893 -0.1617
H: 8.4167 -2.4218 -1.0477
H: 4.8162 -1.6144 0.0490
H: 4.4131 -1.4879 -1.5818
H: 4.7498 -3.0963 -1.0067
H: 4.3468 0.9650 -1.4903
H: 5.2104 2.5130 -1.5626
H: 4.8529 1.6577 -3.0548
H: 6.7910 1.6401 0.0373
H: 7.8720 2.1881 -1.2908
H: 7.9970 0.5857 -0.5197
O: 3.2357 -0.2019 5.9721
P: 2.0257 0.4251 6.5725
N: 1.8490 0.1624 8.2014
C: 2.2463 -1.0904 8.8230
C: 1.2750 1.1264 9.1276
N: 0.6224 -0.1355 5.8511
C: 0.6210 -1.1008 4.7579
C: -0.6397 -0.0601 6.6046
N: 1.9579 2.1075 6.3988
C: 2.8870 2.9948 7.0668
C: 1.3580 2.6862 5.2109
H: 1.3904 -1.5835 9.2913
H: 3.0469 -0.8954 9.5373
H: 2.5874 -1.7593 8.0326
H: 1.9642 1.3621 9.9388
H: 0.3116 0.7261 9.4668
H: 0.9367 2.0579 8.6739
H: 1.0275 -2.0612 5.0818
H: -0.3682 -1.1804 4.3122
H: 1.2217 -0.7945 3.8964
H: -0.7490 0.9607 6.9726
H: -1.5053 -0.3328 6.0059
H: -0.5842 -0.7628 7.4418
H: 2.3606 3.7046 7.7150
H: 3.5491 2.4171 7.7124
H: 3.4669 3.5697 6.3419
H: 2.1361 2.9205 4.4698
H: 0.9221 3.6466 5.4983
H: 0.6783 2.0048 4.7073
O: -1.6824 0.2219 -0.9251
P: -0.4614 0.9299 -0.4583
N: 0.9602 0.0551 -0.6956
C: 2.2109 0.3111 -0.0187
C: 0.8498 -1.2297 -1.3596
N: -0.5052 1.5031 1.1370
C: -1.0927 0.6915 2.1981
C: 0.2707 2.6587 1.5692
N: -0.1418 2.3622 -1.3413
C: -1.1410 3.4379 -1.2709
C: 0.4087 2.1330 -2.6689
H: 3.0658 -0.0265 -0.6067
H: 2.3112 -0.4094 0.8116
H: 2.2226 1.3130 0.3971
H: -0.0708 -1.2491 -1.9389
H: 0.8381 -2.0193 -0.5994
H: 1.7367 -1.3091 -1.9957
H: -0.5988 -0.2739 2.3022
H: -1.2174 1.2267 3.1386
H: -2.1335 0.4917 1.9223
H: 1.0572 2.9953 0.8974
H: -0.3945 3.5228 1.6983
H: 0.6883 2.5075 2.5654
H: -1.8525 3.2589 -2.0855
H: -1.6665 3.3568 -0.3217
H: -0.7027 4.4125 -1.4862
H: 1.4530 1.8169 -2.6044
H: 0.4773 3.0394 -3.2727
H: -0.1593 1.3663 -3.2058

Cartesian forces, eV/Å:
C -1.067 0.221 -0.172
C 0.252 -1.087 0.592
C -0.372 1.063 -1.449
C 0.046 -0.280 0.186
C 0.286 0.325 -0.015
C 0.474 -0.033 0.280
N -0.026 -0.182 -0.159
O 0.063 0.116 0.431
O 0.195 0.013 0.232
H 0.408 0.001 0.012
H 0.054 0.204 -0.117
H -0.250 -0.111 0.385
H -0.083 -0.037 -0.024
H 0.132 -0.179 -0.159
O 0.811 0.079 0.053
P -0.030 1.510 0.593
N 0.229 -0.412 0.769
C 0.418 0.343 0.353
C 0.484 0.644 -0.981
N -1.125 -0.827 -0.094
C 0.832 0.771 0.020
C 0.051 -1.155 0.294
N -0.340 -0.758 0.132
C 0.192 0.167 -0.217
C -0.861 -0.582 -0.423
H -0.090 -0.051 -0.195
H -0.121 -0.099 0.011
H -0.195 0.102 -0.306
H -0.096 -0.042 -0.055
H 0.197 0.004 0.293
H -0.232 -0.158 0.390
H 0.282 -0.427 -0.495
H -0.175 0.008 0.370
H -0.670 -0.219 -0.535
H 0.100 0.001 -0.273
H 0.019 0.115 0.043
H -0.076 0.617 0.167
H -0.176 -0.467 -0.322
H -0.236 0.285 0.000
H 0.106 0.143 0.163
H 0.159 0.028 -0.078
H 0.267 0.244 -0.051
H 0.230 0.158 0.333
O 0.191 -0.763 -0.117
P -0.561 0.003 -0.382
N 0.770 -0.340 -0.613
C 0.351 -0.023 0.718
C -0.558 -0.304 0.924
N 0.516 0.433 -0.579
C -0.268 0.684 1.748
C -0.042 0.676 0.309
N 0.599 -0.125 -0.102
C -1.446 0.960 0.212
C -0.803 0.354 -0.426
H -0.202 0.242 -0.419
H -0.274 0.117 0.070
H -0.014 -0.109 -0.017
H 0.087 0.262 -0.134
H 0.073 -0.074 -0.233
H 0.225 -0.067 -0.121
H 0.057 -0.184 -0.338
H 0.068 -0.324 -0.825
H -0.305 0.037 -0.099
H -0.058 -0.246 0.132
H -0.041 0.092 -0.193
H 0.342 -0.063 -0.083
H 0.586 0.228 -0.047
H 0.358 -0.660 -0.069
H 0.059 -0.319 0.569
H 0.062 -0.225 0.010
H 0.044 0.028 0.145
H 0.173 -0.145 0.052
O -0.736 -0.298 -0.493
P 1.554 -0.187 -0.024
N -0.343 -0.528 -0.235
C -0.468 -0.793 0.232
C -0.244 0.164 -0.469
N -0.358 1.280 -0.788
C 1.769 -0.273 0.353
C -0.836 -0.424 1.614
N 0.257 0.387 0.405
C -1.068 -0.187 1.383
C 0.486 0.675 0.085
H -0.044 0.474 -0.360
H 0.262 -0.054 0.476
H 0.490 0.016 -0.235
H -0.089 -0.022 -0.015
H -0.326 -0.031 0.162
H 0.222 -0.251 0.367
H -0.491 -0.134 0.080
H -0.098 0.258 0.235
H -0.701 0.004 -0.227
H 0.733 -0.115 -0.450
H -0.610 -0.020 -0.325
H 0.178 -0.018 0.020
H 0.190 0.107 -0.516
H 0.587 0.048 -0.406
H 0.040 0.487 -0.384
H -0.544 -0.206 -0.403
H -0.111 0.424 -0.098
H 0.084 -0.564 -0.044
O -0.030 -0.020 0.664
P 0.496 1.419 1.113
N 0.247 -0.165 -2.284
C -0.083 -0.137 1.121
C -0.544 -0.746 0.020
N 0.107 0.028 0.015
C 0.270 1.408 -0.681
C 0.514 -0.783 0.105
N -0.624 -1.539 -0.531
C -0.144 1.192 0.399
C -0.428 -0.580 -0.149
H -0.016 0.429 -0.415
H -0.120 -0.175 -0.213
H 0.146 0.076 -0.043
H 0.282 -0.121 0.465
H 0.668 0.100 -0.357
H -0.306 0.401 0.275
H -0.074 -0.204 -0.126
H -0.317 -0.191 0.388
H 0.189 -0.566 0.265
H 0.064 0.176 0.019
H -0.282 0.344 0.223
H -0.379 -0.124 -0.190
H 0.115 -0.247 0.070
H -0.240 0.009 -0.089
H 0.281 -0.355 -0.282
H 0.174 0.356 0.039
H 0.004 0.106 0.098
H 0.098 -0.048 0.054
O -0.535 0.271 0.000
P 2.137 -1.020 0.236
N -0.052 0.996 0.236
C 0.046 -0.335 -0.067
C 0.264 -1.112 -0.936
N -0.290 0.316 0.430
C -0.181 0.035 0.571
C -0.650 0.755 0.310
N -1.417 1.252 -1.514
C 0.662 -1.365 -0.004
C -0.030 0.081 -0.757
H -0.087 0.131 0.372
H -0.062 -0.120 -0.601
H 0.030 -0.479 0.179
H -0.074 -0.499 0.242
H -0.168 0.555 0.014
H -0.069 0.511 0.600
H -0.220 -0.053 -0.338
H 0.123 -0.108 -0.193
H 0.128 0.054 -0.001
H 0.437 -0.209 -0.166
H -0.173 -0.463 -0.170
H -0.014 0.003 0.206
H 0.020 0.734 -0.111
H -0.046 -0.127 0.374
H 0.126 0.180 0.078
H -0.256 0.270 0.304
H -0.111 -0.295 0.728
H 0.359 -0.203 0.061
O -0.838 0.407 0.199
P 0.336 -0.646 -0.558
N -0.204 0.456 -0.150
C -0.621 0.512 -0.183
C 0.613 0.155 0.119
N -0.860 -0.196 0.623
C 0.687 0.594 -0.868
C 1.355 0.468 -0.365
N -0.039 -1.124 0.599
C 1.302 0.782 -0.599
C 0.468 0.716 0.174
H 0.089 -0.024 -0.421
H 0.511 -0.464 -0.020
H -0.140 0.095 -0.015
H 0.088 -0.021 -0.150
H -0.362 -0.038 -0.141
H -0.146 -0.078 0.126
H 0.099 0.208 0.516
H -0.338 -0.384 0.283
H -0.056 0.122 -0.109
H 0.061 -0.187 0.706
H -0.048 -0.092 -0.125
H -0.853 -0.332 0.128
H -0.204 -0.325 0.199
H -0.264 -0.272 0.022
H -0.266 0.056 -0.024
H 0.096 -0.228 0.096
H -0.228 -0.355 -0.284
H -0.111 0.058 -0.055
O -0.174 -0.273 0.862
P -0.638 1.502 0.041
N 0.740 -0.405 0.901
C -0.562 -0.216 -1.429
C -0.027 0.398 -0.661
N 0.627 0.218 -0.406
C 0.127 -0.648 -0.239
C -0.707 1.020 -0.804
N 0.580 0.277 0.242
C 0.593 -0.863 -0.471
C -0.241 -0.790 -0.025
H -0.214 0.292 0.700
H -0.004 0.073 -0.044
H 0.184 -0.137 0.345
H -0.041 -0.485 0.015
H -0.196 -0.009 0.190
H -0.065 0.139 0.423
H -0.461 0.349 -0.057
H 0.323 -0.088 0.150
H -0.063 -0.111 0.049
H 0.450 -0.463 0.380
H 0.050 -0.285 -0.288
H 0.230 -0.153 0.303
H -0.162 0.316 -0.108
H 0.228 -0.048 0.140
H -0.204 -0.135 -0.010
H -0.316 0.257 -0.190
H 0.076 0.162 0.232
H 0.188 -0.021 -0.354
O -0.717 0.056 0.573
P 0.360 0.365 -0.612
N 0.172 1.068 -0.052
C -0.082 0.075 -0.786
C -0.951 -0.146 -0.315
N -0.531 0.173 -0.482
C 0.736 0.101 -0.368
C 0.967 -0.025 0.285
N -0.652 -1.174 0.064
C -0.057 -0.233 0.386
C 0.781 0.348 -0.112
H 0.024 0.141 0.259
H -0.016 -0.290 0.129
H 0.292 -0.011 0.147
H -0.127 -0.128 0.179
H 0.278 -0.180 0.706
H 0.584 -0.034 -0.389
H -0.325 -0.233 -0.109
H -0.211 -0.260 0.490
H 0.274 0.264 0.340
H -0.267 -0.066 0.164
H 0.134 0.132 -0.267
H -0.291 0.144 0.202
H -0.058 0.073 -0.093
H 0.155 0.066 -0.124
H 0.161 -0.131 0.013
H 0.061 0.025 0.014
H -0.451 -0.134 -0.229
H -0.322 0.100 0.390
O 0.861 -0.068 0.667
P 0.607 1.317 -0.315
N -1.375 0.518 -0.189
C -0.624 -1.396 0.879
C 0.384 0.344 0.312
N 0.583 0.041 -0.742
C -1.241 -0.183 -0.969
C -0.532 0.692 0.510
N 0.254 -0.152 1.080
C -0.077 -1.085 -0.870
C 0.567 -0.254 -0.129
H -0.127 0.846 -0.463
H -0.180 0.272 0.418
H 0.504 0.070 -0.310
H 0.112 -0.200 -0.029
H 0.057 -0.270 -0.292
H -0.168 -0.451 -0.166
H 0.172 0.073 0.318
H 0.661 0.125 0.030
H 0.093 -0.308 -0.110
H -0.068 -0.355 -0.171
H -0.009 0.080 -0.093
H 0.227 -0.340 -0.149
H -0.371 0.173 0.144
H 0.007 0.430 0.018
H 0.166 0.040 0.489
H -0.110 -0.301 0.114
H -0.558 0.172 0.192
H 0.016 0.129 -0.258

The SMILES is CN(C)P(=O)(N(C)C)N(C)C.CN(C)P(=O)(N(C)C)N(C)C.CN(C)P(=O)(N(C)C)N(C)C.CN(C)P(=O)(N(C)C)N(C)C.CN(C)P(=O)(N(C)C)N(C)C.CN(C)P(=O)(N(C)C)N(C)C.CN(C)P(=O)(N(C)C)N(C)C.CN(C)P(=O)(N(C)C)N(C)C.CN(C)P(=O)(N(C)C)N(C)C.O=[N+]([O-])c1ccccc1. For the HOMO-LUMO gap, the calculation gives 7.281 eV. The LUMO energy comes out at -0.45 eV.



Here is a cluster of 2 separate species, C2H3NO3S in total from the Open Molecules 2025 dataset. Energies are from ωB97M-V/def2-TZVPD.

Element x y z (Å)
C: 0.5285 0.4346 1.4157
C: -0.8756 -0.1984 -0.6825
N: -0.1625 1.2209 1.9786
O: 1.3873 -0.2708 1.0789
O: 1.5032 0.2327 -1.7270
O: 0.9140 -2.0998 -1.0615
S: 0.5647 -0.7311 -1.2494
H: -1.6061 -0.9653 -0.5240
H: -1.1953 0.7475 -1.0713
H: -1.0582 1.6298 1.8424

Cartesian forces, eV/Å:
C 0.505 0.272 0.800
C 1.013 -0.781 -1.568
N -0.522 0.673 0.557
O 0.763 -0.645 -0.075
O -0.293 -0.149 -0.096
O -0.173 0.136 -0.137
S -1.096 0.475 0.466
H -0.096 -0.333 0.248
H 0.115 0.400 -0.003
H -0.215 -0.048 -0.192

The SMILES is C=S(=O)=O.N=C=O. For the HOMO-LUMO gap, the calculation gives 10.012 eV. The LUMO energy comes out at -0.12 eV. Its energy above the lowest of the compared OMol25 structures with the same formula, charge and spin is 231.1 kJ/mol.



Computed values of max |F| (unit: Eh/bohr) for the preceding records, in sequence: 0.04711, 0.03935.
Computed values of DFT total energy (unit: eV) for the preceding records, in sequence: -212782.0632, -20587.8107.